Entry from OMol25: C3H5NO in the gas phase (wB97M-V/def2-TZVPD).

XYZ file:
```
10
C3H5NO (wB97M-V/def2-TZVPD)
O -0.260 -0.041 2.165
C -0.192 -0.007 0.971
C -0.175 -1.062 -0.126
N 0.066 0.021 -1.117
C 0.014 1.084 -0.081
H 0.601 -1.827 0.009
H -1.135 -1.574 -0.237
H 1.004 -0.056 -1.490
H 0.911 1.694 0.077
H -0.833 1.769 -0.169
```

* Kohn-Sham gap: 10.7 eV
* electronic energy: -247.2595 Ha
* LUMO energy: 0.94 eV
* structure (SMILES): O=C1CNC1
* max |F|: 0.6 eV Å⁻¹
* multiplicity: 1
* HOMO level: -9.76 eV

Population analysis type Mulliken, resulting atomic charges in e: number 1, O, carries -0.54; number 2, C, carries 0.53; number 3, C, carries -0.37; number 4, N, carries -0.47; number 5, C, carries -0.37; number 6, H, carries 0.26; number 7, H, carries 0.21; number 8, H, carries 0.28; number 9, H, carries 0.26; number 10, H, carries 0.21



Entry from OMol25: a gas-phase ion, C4H8N3O2 (charge +1) at a distorted geometry (wB97M-V/def2-TZVPD).

XYZ file:
```
17
C4H8N3O2 (wB97M-V/def2-TZVPD)
N -0.023 2.232 0.163
C 0.156 0.967 0.462
C 0.653 -0.160 -0.379
C -0.003 -1.469 0.063
N -1.453 -1.319 -0.011
C -2.130 -0.274 0.394
N -3.361 0.194 0.055
O -4.425 0.084 0.588
O -2.985 0.728 -1.047
H 0.059 2.658 -0.709
H -0.540 2.766 0.718
H 0.082 0.487 1.485
H 1.800 -0.155 -0.223
H 0.264 -0.012 -1.465
H 0.238 -2.414 -0.580
H 0.238 -1.826 1.116
H -1.917 -2.087 -0.481
```

* Kohn-Sham gap: 8.6 eV
* electronic energy: -471.4753 Ha
* LUMO energy: -5.03 eV
* total charge: +1
* structure (SMILES): [NH2+]=CCC[NH+]=C=[N+]([O-])[O-]
* max |F|: 5.1 eV Å⁻¹
* multiplicity: 1
* HOMO level: -13.61 eV

Population analysis type Mulliken, resulting atomic charges in e: number 1, N, carries -0.22; number 2, C, carries -0.14; number 3, C, carries -0.18; number 4, C, carries -0.71; number 5, N, carries 0.00; number 6, C, carries -0.10; number 7, N, carries 0.89; number 8, O, carries -0.50; number 9, O, carries -0.49; number 10, H, carries 0.24; number 11, H, carries 0.25; number 12, H, carries 0.38; number 13, H, carries 0.33; number 14, H, carries 0.33; number 15, H, carries 0.36; number 16, H, carries 0.30; number 17, H, carries 0.27



Entry from OMol25: a molecular structure, C10H16GaO2 (wB97M-V/def2-TZVPD).

XYZ file:
```
29
C10H16GaO2 (wB97M-V/def2-TZVPD)
C -1.510 0.985 -1.094
C -1.907 -0.338 -0.450
O -2.917 -0.972 -1.270
C -2.358 -0.140 0.983
Ga -0.837 -0.208 2.381
C 0.532 -1.641 1.794
O 1.895 -1.241 1.450
C 1.964 -0.463 0.342
C 1.898 -1.020 -0.933
C 2.009 -0.215 -2.065
C 2.193 1.163 -1.934
C 2.267 1.729 -0.663
C 2.152 0.920 0.461
H -1.017 0.804 -2.047
H -2.422 1.548 -1.293
H -0.851 1.563 -0.453
H -1.049 -1.006 -0.494
H -3.739 -0.520 -1.063
H -2.882 0.817 1.073
H -3.061 -0.924 1.269
H -0.214 1.257 2.607
H -1.492 -0.700 3.785
H 0.127 -2.253 0.980
H 0.654 -2.317 2.637
H 1.758 -2.086 -1.055
H 1.954 -0.647 -3.052
H 2.266 1.788 -2.812
H 2.398 2.793 -0.544
H 2.189 1.323 1.459
```

* Kohn-Sham gap: 8.0 eV
* electronic energy: -2465.8848 Ha
* LUMO energy: 3.47 eV
* total charge: -1
* max |F|: 0.6 eV Å⁻¹
* multiplicity: 1
* HOMO level: -4.55 eV

Population analysis type Mulliken, resulting atomic charges in e: number 1, C, carries -1.27; number 2, C, carries 0.90; number 3, O, carries -0.61; number 4, C, carries -1.13; number 5, Ga, carries 0.33; number 6, C, carries -0.72; number 7, O, carries -0.58; number 8, C, carries 0.09; number 9, C, carries -0.28; number 10, C, carries -0.51; number 11, C, carries -0.38; number 12, C, carries -0.51; number 13, C, carries -0.05; number 14, H, carries 0.25; number 15, H, carries 0.44; number 16, H, carries 0.22; number 17, H, carries -0.19; number 18, H, carries 0.35; number 19, H, carries 0.34; number 20, H, carries 0.38; number 21, H, carries -0.29; number 22, H, carries -0.38; number 23, H, carries 0.31; number 24, H, carries 0.40; number 25, H, carries 0.39; number 26, H, carries 0.35; number 27, H, carries 0.36; number 28, H, carries 0.36; number 29, H, carries 0.41



Entry from OMol25: 11 unconnected molecules or ions with the total composition C2H28NO10S2 at a distorted geometry (wB97M-V/def2-TZVPD).

XYZ file:
```
43
C2H28NO10S2 (wB97M-V/def2-TZVPD)
N -1.269 0.407 -0.168
C -2.677 0.338 -0.715
C -3.397 -0.925 -0.453
S -4.529 -0.800 1.013
S -3.270 -0.387 2.495
H -0.713 0.927 -0.845
H -0.931 -0.601 -0.195
H -1.124 0.757 0.781
H -2.580 0.755 -1.712
H -3.314 1.167 -0.252
H -4.049 -1.265 -1.280
H -2.800 -1.873 -0.374
H -3.714 0.771 3.110
H -1.434 -1.849 -2.599
H -1.344 -1.167 -4.063
O -1.888 -1.382 -3.308
H 2.373 -2.435 0.086
H 2.752 -3.132 -1.263
O 2.130 -3.149 -0.527
H -0.175 1.618 -3.074
H -1.372 0.575 -3.493
O -0.653 0.805 -2.893
H 1.860 0.388 0.101
H 1.497 -0.315 1.441
O 1.119 0.085 0.652
H 0.670 -3.825 1.771
H 2.220 -3.745 2.076
O 1.336 -3.618 2.430
H 3.833 1.461 -0.636
H 4.015 0.517 -1.825
O 3.452 0.668 -1.054
H 0.654 1.491 3.420
H -0.673 1.948 3.750
O -0.106 1.888 2.965
H 0.676 -1.622 -0.622
H -0.430 -2.820 -0.413
O -0.205 -1.966 -0.781
H 2.996 2.988 1.256
H 3.764 1.775 2.011
O 3.604 2.242 1.188
H 1.258 4.112 -0.089
H 0.891 4.609 1.394
O 1.548 4.584 0.697
```

* Kohn-Sham gap: 8.7 eV
* electronic energy: -1696.2753 Ha
* LUMO energy: -2.82 eV
* total charge: +1
* max |F|: 3.6 eV Å⁻¹
* multiplicity: 1
* HOMO level: -11.51 eV

Population analysis type Mulliken, resulting atomic charges in e: number 1, N, carries 0.02; number 2, C, carries -0.55; number 3, C, carries -0.51; number 4, S, carries -0.03; number 5, S, carries -0.22; number 6, H, carries 0.29; number 7, H, carries 0.35; number 8, H, carries 0.41; number 9, H, carries 0.21; number 10, H, carries 0.40; number 11, H, carries 0.36; number 12, H, carries 0.24; number 13, H, carries 0.18; number 14, H, carries 0.34; number 15, H, carries 0.30; number 16, O, carries -0.68; number 17, H, carries 0.30; number 18, H, carries 0.28; number 19, O, carries -0.61; number 20, H, carries 0.24; number 21, H, carries 0.33; number 22, O, carries -0.57; number 23, H, carries 0.36; number 24, H, carries 0.22; number 25, O, carries -0.54; number 26, H, carries 0.31; number 27, H, carries 0.32; number 28, O, carries -0.61; number 29, H, carries 0.29; number 30, H, carries 0.29; number 31, O, carries -0.62; number 32, H, carries 0.30; number 33, H, carries 0.28; number 34, O, carries -0.55; number 35, H, carries 0.26; number 36, H, carries 0.21; number 37, O, carries -0.57; number 38, H, carries 0.34; number 39, H, carries 0.28; number 40, O, carries -0.61; number 41, H, carries 0.30; number 42, H, carries 0.33; number 43, O, carries -0.65



Entry from OMol25: a molecular structure, C6H8S2 at a distorted geometry (wB97M-V/def2-TZVPD).

XYZ file:
```
16
C6H8S2 (wB97M-V/def2-TZVPD)
C 0.724 1.418 0.630
C 0.248 0.216 -0.101
C -1.327 0.210 -0.293
C -1.065 -0.984 -1.257
C -0.412 -1.977 -0.361
C 0.538 -1.266 0.384
H 2.584 1.944 2.122
H 0.239 1.640 1.637
H 0.519 2.363 -0.070
H -1.548 1.093 -0.839
H -1.993 -0.049 0.594
H -1.945 -1.334 -1.901
H -0.686 -2.954 -0.458
H 1.268 -1.698 1.093
S 2.498 1.327 0.801
S 0.357 0.053 -1.981
```

* Kohn-Sham gap: 8.8 eV
* electronic energy: -1029.6797 Ha
* LUMO energy: 0.42 eV
* max |F|: 5.0 eV Å⁻¹
* multiplicity: 1
* HOMO level: -8.43 eV

Population analysis type Mulliken, resulting atomic charges in e: number 1, C, carries -0.48; number 2, C, carries 0.41; number 3, C, carries -0.96; number 4, C, carries -0.04; number 5, C, carries -0.67; number 6, C, carries -0.56; number 7, H, carries 0.15; number 8, H, carries 0.39; number 9, H, carries 0.26; number 10, H, carries 0.36; number 11, H, carries 0.31; number 12, H, carries 0.44; number 13, H, carries 0.52; number 14, H, carries 0.33; number 15, S, carries -0.26; number 16, S, carries -0.20



Entry from OMol25: 2 unconnected molecules or ions with the total composition C10H11N4O at a distorted geometry (wB97M-V/def2-TZVPD).

XYZ file:
```
26
C10H11N4O (wB97M-V/def2-TZVPD)
C 2.615 0.312 1.128
C 2.963 0.067 -0.185
C 1.426 0.982 1.415
C 2.077 0.417 -1.252
C 0.856 1.068 -0.917
C -0.508 2.081 0.396
C 2.093 -0.487 -3.490
C -2.005 -1.034 0.721
C -2.665 -0.511 1.741
C -1.675 -1.441 -0.475
N -0.060 1.629 -1.753
N -0.774 2.248 -0.913
N 2.510 0.166 -2.519
N 0.636 1.378 0.414
O 1.123 -1.363 -3.445
H 3.288 0.117 2.012
H 3.853 -0.509 -0.385
H 1.263 1.342 2.380
H 2.672 -0.461 -4.372
H -2.171 -0.007 2.520
H -0.934 2.732 1.203
H -3.686 -0.146 1.769
H -1.327 -0.574 -1.000
H -1.643 2.765 -1.227
H -1.737 -2.382 -1.010
H 1.218 -2.142 -3.992
```

* Kohn-Sham gap: 8.1 eV
* electronic energy: -681.5380 Ha
* LUMO energy: -3.80 eV
* total charge: +1
* max |F|: 5.7 eV Å⁻¹
* multiplicity: 1
* HOMO level: -11.93 eV

Population analysis type Mulliken, resulting atomic charges in e: number 1, C, carries -0.64; number 2, C, carries -0.32; number 3, C, carries -0.18; number 4, C, carries 0.43; number 5, C, carries 0.40; number 6, C, carries -0.39; number 7, C, carries -0.01; number 8, C, carries 0.48; number 9, C, carries -0.81; number 10, C, carries -0.63; number 11, N, carries -0.64; number 12, N, carries 0.28; number 13, N, carries -0.46; number 14, N, carries 0.20; number 15, O, carries -0.44; number 16, H, carries 0.34; number 17, H, carries 0.47; number 18, H, carries 0.45; number 19, H, carries 0.43; number 20, H, carries 0.29; number 21, H, carries 0.38; number 22, H, carries 0.28; number 23, H, carries 0.17; number 24, H, carries 0.27; number 25, H, carries 0.30; number 26, H, carries 0.37